Record 1
ORCA calculation (ωB97M-V/def2-TZVPD) on C6H8BrN2P in the gas phase.

Summary:
**Strongest force on any atom**: 0.13129 Eh/bohr
**M**: 219.02 g mol⁻¹
**SMILES string**: CP(C)[C@H](C#N)[C@@H](Br)C#N
**Lowest unoccupied orbital energy**: -0.0195 hartree
**Highest occupied orbital energy**: -8.7 eV

Atoms and positions in Å:
1 C -1.961 -1.340 0.243
2 P -0.316 -0.752 1.034
3 C -0.568 0.892 1.938
4 C 0.958 -0.580 -0.397
5 C 2.413 -0.596 0.324
6 N 3.491 -0.880 0.780
7 C 0.715 0.827 -1.189
8 Br 2.156 2.111 -0.678
9 C 0.712 0.503 -2.773
10 N 0.685 0.696 -3.974
11 H -2.718 -0.474 0.379
12 H -2.396 -2.266 0.756
13 H -1.720 -1.566 -0.854
14 H 0.390 1.242 2.458
15 H -0.969 1.682 1.199
16 H -1.403 0.708 2.725
17 H 0.853 -1.505 -1.090
18 H -0.276 1.291 -0.860

Cartesian forces (eV/Å) of the 2 atoms listed first:
-0.24 1.21 -0.27
0.35 -1.90 1.37

=====

Record 2
ORCA calculation (ωB97M-V/def2-TZVPD) on a molecular structure, C24H13B2BrCeF13N7OS2.

Summary:
**Spin multiplicity**: 2
**Strongest force on any atom**: 0.07817 Eh/bohr
**M**: 968.17 g mol⁻¹
**<S²>**: 1.047
**Lowest unoccupied orbital energy (alpha / beta)**: -0.0177 / -0.0133 hartree
**Total charge**: -1
**Highest occupied orbital energy (alpha / beta)**: -4.7 / -4.5 eV

Atoms and positions in Å:
1 Ce -0.723 -0.989 0.570
2 Br 5.977 -0.848 -2.822
3 C 4.201 -1.034 -2.324
4 C 3.197 -0.552 -3.222
5 C 1.879 -0.839 -2.996
6 C 1.527 -1.482 -1.785
7 O 0.274 -1.508 -1.391
8 C 2.518 -2.025 -0.878
9 C 2.135 -2.584 0.536
10 N 1.550 -1.577 1.432
11 C 2.222 -0.693 2.201
12 C 3.595 -0.408 2.226
13 C 4.116 0.565 3.013
14 C 3.434 1.485 3.759
15 C 2.047 1.344 3.768
16 C 1.188 2.095 4.604
17 C -0.119 1.667 4.750
18 C -0.615 0.611 3.902
19 N 0.129 0.129 2.935
20 C 1.451 0.295 2.941
21 C 3.872 -1.683 -1.149
22 H 3.515 0.133 -4.013
23 H 1.137 -0.413 -3.708
24 H 3.063 -2.912 1.013
25 H 4.216 -0.947 1.463
26 H 5.249 0.543 3.133
27 H 3.918 2.297 4.261
28 H 1.563 2.999 5.050
29 H -0.792 1.957 5.612
30 H -1.616 0.261 4.011
31 H 4.700 -1.809 -0.486
32 F -4.193 1.227 -6.767
33 C -3.664 0.540 -5.718
34 C -3.460 1.083 -4.454
35 F -3.660 2.405 -4.371
36 C -3.155 0.317 -3.335
37 F -3.131 0.942 -2.127
38 C -2.998 -1.061 -3.456
39 S -2.896 -2.119 -2.118
40 C -3.079 -1.589 -4.788
41 F -2.769 -2.912 -4.925
42 C -3.409 -0.806 -5.898
43 F -3.431 -1.341 -7.139
44 F -3.873 2.383 0.911
45 B -3.765 1.097 1.542
46 F -3.261 1.203 2.855
47 F -4.815 0.260 1.358
48 F -2.596 0.525 0.696
49 S 0.131 -4.580 -0.024
50 C 1.284 -3.728 0.445
51 F -2.859 -2.316 0.972
52 B -2.596 -2.624 2.436
53 F -1.122 -2.462 2.470
54 F -2.866 -3.948 2.653
55 F -3.202 -1.703 3.247
56 N -1.584 3.224 -0.401
57 N -0.321 2.774 -0.239
58 N 0.731 3.563 -0.228
59 C 1.716 2.667 -0.026
60 N 1.255 1.427 -0.002
61 N -0.054 1.472 -0.014
62 H -1.608 4.216 -0.207
63 H -2.298 2.728 0.194
64 H 2.739 3.060 0.053

Cartesian forces (eV/Å) of the 2 atoms listed first:
-0.17 -0.92 -0.58
1.04 0.33 -0.09

=====

Record 3
ORCA calculation (ωB97M-V/def2-TZVPD) on 4 unconnected molecules or ions with the total composition C38H74NO15P3.

Summary:
**Strongest force on any atom**: 0.17322 Eh/bohr
**M**: 877.92 g mol⁻¹
**SMILES string**: O=C1C=C(CCCCCCCCCCCCn2cccc2)C(=O)O1.CCOP(=O)(OCC)OCC.CCOP(=O)(OCC)OCC.CCOP(=O)(OCC)OCC
**Lowest unoccupied orbital energy**: -0.0404 hartree
**Highest occupied orbital energy**: -7.9 eV

Atoms and positions in Å:
1 O -9.653 0.086 -7.660
2 C -8.612 0.608 -7.379
3 C -7.700 0.113 -6.222
4 C -6.719 1.069 -6.182
5 C -5.491 1.251 -5.247
6 C -5.130 -0.047 -4.388
7 C -5.029 0.395 -2.873
8 C -4.343 -0.672 -1.916
9 C -3.136 0.058 -1.160
10 C -2.808 -0.604 0.251
11 C -1.549 -1.581 0.219
12 C -0.528 -1.257 1.402
13 C 0.963 -1.729 1.059
14 C 1.878 -0.426 1.029
15 C 3.366 -0.769 0.569
16 C 4.285 -0.849 1.853
17 N 4.710 0.456 2.381
18 C 4.005 1.671 2.416
19 C 4.815 2.752 3.001
20 C 6.159 2.084 3.361
21 C 5.975 0.702 2.928
22 C -6.998 2.151 -7.290
23 O -6.390 3.164 -7.447
24 O -8.128 1.753 -8.049
25 H -7.793 -0.774 -5.562
26 H -4.583 1.665 -5.769
27 H -5.788 2.048 -4.496
28 H -5.910 -0.857 -4.501
29 H -4.134 -0.462 -4.726
30 H -4.404 1.333 -2.832
31 H -6.038 0.675 -2.448
32 H -4.029 -1.621 -2.421
33 H -5.085 -0.910 -1.096
34 H -2.220 0.093 -1.822
35 H -3.421 1.129 -0.938
36 H -3.726 -1.162 0.587
37 H -2.619 0.181 1.045
38 H -1.862 -2.656 0.383
39 H -1.031 -1.491 -0.776
40 H -0.854 -1.795 2.336
41 H -0.508 -0.156 1.648
42 H 1.311 -2.448 1.850
43 H 1.031 -2.209 0.046
44 H 1.389 0.356 0.389
45 H 1.915 -0.019 2.084
46 H 3.753 -0.020 -0.174
47 H 3.337 -1.798 0.115
48 H 3.688 -1.378 2.657
49 H 5.166 -1.514 1.621
50 H 2.961 1.842 2.055
51 H 4.533 3.818 3.147
52 H 7.042 2.559 3.842
53 H 6.791 -0.058 3.042
54 C 9.485 4.136 10.266
55 C 8.752 3.046 9.502
56 O 7.369 3.341 9.369
57 P 6.917 4.526 8.313
58 O 7.176 3.783 7.019
59 O 5.284 4.308 8.372
60 C 4.540 3.990 7.199
61 C 4.367 2.489 7.061
62 O 6.701 5.572 9.637
63 C 7.094 6.934 9.424
64 C 6.329 7.579 8.284
65 H 9.548 5.051 9.670
66 H 10.502 3.822 10.508
67 H 8.960 4.383 11.190
68 H 9.203 2.895 8.516
69 H 8.828 2.105 10.049
70 H 5.001 4.428 6.312
71 H 3.557 4.459 7.303
72 H 5.321 1.963 7.123
73 H 3.892 2.243 6.110
74 H 3.749 2.108 7.877
75 H 8.170 6.975 9.232
76 H 6.901 7.475 10.352
77 H 6.573 7.106 7.325
78 H 6.574 8.640 8.207
79 H 5.252 7.473 8.429
80 C -11.372 -1.408 -5.565
81 C -12.230 -2.170 -4.570
82 O -13.612 -1.903 -4.762
83 P -14.360 -2.564 -6.075
84 O -14.411 -4.002 -5.604
85 O -15.917 -2.156 -5.711
86 C -16.921 -3.153 -5.549
87 C -17.066 -3.537 -4.088
88 O -14.272 -1.048 -6.841
89 C -13.997 -1.075 -8.248
90 C -15.048 -1.847 -9.022
91 H -11.500 -1.809 -6.574
92 H -10.315 -1.485 -5.305
93 H -11.653 -0.354 -5.596
94 H -12.039 -3.246 -4.639
95 H -11.980 -1.854 -3.556
96 H -16.717 -4.020 -6.178
97 H -17.862 -2.723 -5.904
98 H -16.108 -3.813 -3.645
99 H -17.759 -4.373 -3.978
100 H -17.446 -2.692 -3.511
101 H -13.006 -1.508 -8.414
102 H -13.968 -0.040 -8.592
103 H -15.037 -2.910 -8.755
104 H -14.870 -1.769 -10.096
105 H -16.049 -1.471 -8.800
106 C 12.101 -5.062 -1.207
107 C 11.040 -4.422 -2.086
108 O 10.014 -3.816 -1.311
109 P 10.356 -2.407 -0.524
110 O 10.390 -1.484 -1.723
111 O 8.836 -2.036 0.000
112 C 8.201 -0.819 -0.382
113 C 7.332 -1.029 -1.608
114 O 10.503 -3.293 0.921
115 C 11.540 -2.862 1.812
116 C 11.358 -1.421 2.250
117 H 12.689 -4.297 -0.690
118 H 12.787 -5.666 -1.805
119 H 11.645 -5.694 -0.443
120 H 11.488 -3.687 -2.761
121 H 10.566 -5.190 -2.700
122 H 8.934 -0.025 -0.535
123 H 7.572 -0.505 0.457
124 H 7.885 -1.502 -2.421
125 H 6.929 -0.079 -1.962
126 H 6.497 -1.693 -1.370
127 H 12.512 -2.993 1.326
128 H 11.513 -3.520 2.682
129 H 11.466 -0.733 1.403
130 H 12.101 -1.150 3.001
131 H 10.360 -1.264 2.664

Cartesian forces (eV/Å) of the 2 atoms listed first:
0.76 0.76 -0.37
-0.93 -1.67 0.82

=====

Record 4
ORCA calculation (ωB97M-V/def2-TZVPD) on C6H12O in the gas phase.

Summary:
**Strongest force on any atom**: 0.06532 Eh/bohr
**M**: 100.16 g mol⁻¹
**Lowest unoccupied orbital energy**: -0.0744 hartree
**Highest occupied orbital energy**: -6.5 eV

Atoms and positions in Å:
1 O -0.824 -1.661 0.577
2 C 0.238 -2.151 -0.216
3 C 0.690 -1.211 -1.271
4 C 1.003 0.214 -0.852
5 C 0.813 0.906 0.611
6 C -0.601 1.188 0.890
7 C -1.109 2.404 0.225
8 H 1.175 -2.314 0.420
9 H -0.052 -3.128 -0.581
10 H 0.136 -1.121 -2.206
11 H 0.379 0.870 -1.466
12 H 2.056 0.477 -0.981
13 H 1.372 1.839 0.468
14 H 1.401 0.230 1.270
15 H -0.925 1.080 1.921
16 H -0.861 -0.669 0.492
17 H -1.232 2.190 -0.858
18 H -2.132 2.715 0.437
19 H -0.413 3.260 0.333

Cartesian forces (eV/Å) of the 2 atoms listed first:
0.08 0.41 -0.70
2.28 -0.91 1.14

=====

Record 5
ORCA calculation (ωB97M-V/def2-TZVPD) on a molecular structure, C21H30F9Na3O27S3.

Summary:
**Strongest force on any atom**: 0.11788 Eh/bohr
**M**: 1050.60 g mol⁻¹
**Lowest unoccupied orbital energy**: -0.1186 hartree
**Highest occupied orbital energy**: -8.6 eV

Atoms and positions in Å:
1 Na 3.674 1.174 -3.531
2 Na 6.639 -0.076 1.083
3 Na 3.632 -5.309 -0.077
4 C -0.091 0.374 1.260
5 F -1.386 0.140 0.871
6 F 0.099 1.718 1.128
7 F 0.147 -0.008 2.534
8 S 1.108 -0.632 0.066
9 O 0.783 -0.149 -1.269
10 O 2.460 -0.219 0.444
11 O 0.986 -2.048 0.208
12 C 5.578 -3.525 -6.176
13 F 6.063 -4.618 -6.719
14 F 6.272 -2.488 -6.638
15 F 4.310 -3.382 -6.560
16 S 5.698 -3.662 -4.234
17 O 5.405 -2.336 -3.673
18 O 4.654 -4.655 -3.895
19 O 7.015 -4.188 -3.860
20 C 3.719 4.933 1.352
21 F 3.622 3.766 2.054
22 F 2.631 5.696 1.295
23 F 4.637 5.648 1.899
24 S 4.298 4.547 -0.352
25 O 5.258 3.421 -0.181
26 O 3.088 4.234 -1.100
27 O 4.992 5.789 -0.826
28 C -4.342 -1.104 -2.806
29 C -4.251 0.368 -3.240
30 O -4.924 1.037 -2.280
31 C -5.674 0.221 -1.551
32 O -6.575 0.569 -0.836
33 O -5.434 -1.035 -1.898
34 H -3.385 -1.263 -2.309
35 H -4.482 -1.772 -3.656
36 H -4.663 0.523 -4.237
37 H -3.203 0.664 -3.214
38 C 0.040 3.978 6.322
39 C 0.919 2.886 6.749
40 O 0.038 1.950 7.244
41 C -1.132 2.144 6.673
42 O -2.080 1.355 6.802
43 O -1.153 3.277 6.069
44 H 0.479 4.429 5.432
45 H -0.002 4.729 7.111
46 H 1.543 3.183 7.591
47 H 1.554 2.422 5.994
48 C -1.757 6.501 -1.713
49 C -3.047 6.422 -2.556
50 O -2.938 7.493 -3.495
51 C -1.979 8.375 -3.098
52 O -1.708 9.494 -3.600
53 O -1.381 7.842 -1.975
54 H -0.949 5.841 -2.027
55 H -2.007 6.230 -0.687
56 H -3.974 6.366 -1.985
57 H -2.905 5.514 -3.141
58 C -2.349 -3.965 4.420
59 O -3.578 -3.276 4.196
60 C -4.471 -3.595 3.197
61 O -4.400 -4.586 2.494
62 O -5.470 -2.680 3.073
63 C -5.648 -1.603 4.013
64 H -2.427 -5.046 4.542
65 H -1.910 -3.527 5.317
66 H -1.643 -3.809 3.604
67 H -4.644 -1.397 4.383
68 H -6.379 -1.912 4.760
69 H -6.048 -0.671 3.615
70 C 3.275 -3.505 5.360
71 O 3.163 -4.844 5.915
72 C 3.033 -5.991 5.133
73 O 2.967 -5.955 3.928
74 O 2.949 -7.104 5.848
75 C 2.745 -8.347 5.350
76 H 3.067 -3.494 4.290
77 H 4.291 -3.127 5.475
78 H 2.663 -2.720 5.806
79 H 1.682 -8.503 5.165
80 H 3.166 -9.143 5.963
81 H 3.246 -8.442 4.387
82 C -0.650 -1.493 -7.013
83 O -1.118 -0.218 -7.362
84 C -0.287 0.885 -7.269
85 O 0.813 0.934 -6.734
86 O -0.920 1.987 -7.713
87 C -2.126 1.950 -8.427
88 H -0.298 -1.440 -5.983
89 H 0.146 -1.857 -7.663
90 H -1.513 -2.136 -7.187
91 H -2.859 1.580 -7.710
92 H -1.938 1.302 -9.283
93 H -2.449 2.961 -8.677

Cartesian forces (eV/Å) of the 2 atoms listed first:
-0.32 -0.01 0.35
-0.42 0.49 -0.23

=====

Record 6
ORCA calculation (ωB97M-V/def2-TZVPD) on 2 unconnected molecules or ions with the total composition C3H6IN3.

Summary:
**Strongest force on any atom**: 0.12133 Eh/bohr
**M**: 211.01 g mol⁻¹
**Lowest unoccupied orbital energy**: 0.0178 hartree
**Highest occupied orbital energy**: -8.9 eV

Atoms and positions in Å:
1 C -1.021 -0.160 -0.400
2 C -1.188 -0.687 0.818
3 C 0.219 -0.372 -1.218
4 N 2.534 1.988 2.010
5 N 1.548 1.471 2.251
6 N 0.533 0.899 2.264
7 I -3.013 -0.146 1.786
8 H -1.845 0.382 -0.815
9 H -0.428 -1.349 1.194
10 H 0.870 0.432 -1.234
11 H -0.090 -0.505 -2.226
12 H 0.805 -1.290 -0.966
13 H 0.010 0.718 3.178

Cartesian forces (eV/Å) of the 2 atoms listed first:
0.32 -0.99 1.25
-0.76 0.74 -1.76